C18H44O23P3V2 | ωB97M-V/def2-TZVPD

Values from the calculation:
Max |F| = 0.12959 hartree/bohr
LUMO = -7.107 eV
HOMO-LUMO gap = 3.795 eV
Energy above the lowest of the compared OMol25 structures with the same formula, charge and spin = 231.52 kcal per mole
E = -145704.0658 eV
E_HOMO = -10.90 eV
Charge = +1

Geometry (Å):
O1 5.55 1.29 5.42
V1 4.21 0.49 5.36
O2 3.06 1.48 5.87
O3 7.93 -2.76 -0.64
V2 7.59 -2.23 0.89
O4 8.32 -0.78 1.03
O5 2.12 -0.39 -0.03
C1 3.20 -0.36 0.69
O6 4.26 -0.92 0.31
O7 3.19 0.20 1.81
H1 2.55 -0.60 -0.86
C2 -2.72 -2.48 -0.92
O8 -3.92 -2.71 -1.63
P1 -3.79 -2.73 -3.27
O9 -2.88 -3.84 -3.74
O10 -5.30 -2.71 -3.81
C3 -5.59 -3.56 -4.90
O11 -3.32 -1.22 -3.65
C4 -3.97 -0.08 -3.10
H2 -2.79 -1.63 -0.23
H3 -1.82 -2.45 -1.53
H4 -2.50 -3.33 -0.28
H5 -5.35 -3.03 -5.82
H6 -6.61 -3.94 -5.01
H7 -5.01 -4.49 -4.91
H8 -3.23 0.63 -2.73
H9 -4.56 -0.27 -2.20
H10 -4.58 0.36 -3.89
C5 -5.98 3.23 4.42
O12 -6.33 3.12 3.03
P2 -5.43 3.85 1.96
O13 -5.94 3.68 0.57
O14 -5.49 5.40 2.48
C6 -6.64 6.15 2.32
O15 -3.87 3.33 2.25
C7 -2.71 3.77 1.54
H11 -5.44 2.37 4.83
H12 -6.93 3.29 4.95
H13 -5.36 4.11 4.63
H14 -7.35 6.10 3.14
H15 -7.25 5.74 1.52
H16 -6.46 7.21 2.11
H17 -2.07 2.92 1.31
H18 -2.13 4.59 1.95
H19 -3.08 4.22 0.61
C8 -1.08 -0.99 4.92
O16 -0.90 -2.05 5.88
P3 0.36 -3.14 5.63
O17 1.71 -2.54 5.55
O18 0.22 -4.18 6.89
C9 0.19 -3.69 8.23
O19 -0.12 -4.00 4.38
C10 0.61 -5.22 4.01
H20 -0.45 -1.18 4.05
H21 -0.79 -0.01 5.29
H22 -2.13 -1.10 4.65
H23 0.99 -4.10 8.86
H24 -0.73 -3.99 8.72
H25 0.25 -2.61 8.21
H26 1.36 -5.59 4.72
H27 0.98 -5.09 2.99
H28 -0.11 -6.03 3.97
O20 2.65 -2.04 -3.82
C11 2.57 -2.99 -4.62
O21 3.39 -4.11 -4.71
C12 4.43 -4.20 -3.78
C13 4.09 -5.25 -2.66
C14 1.55 -2.98 -5.72
H29 4.65 -3.22 -3.36
H30 5.36 -4.46 -4.30
H31 3.95 -6.23 -3.11
H32 3.11 -5.04 -2.22
H33 4.82 -5.29 -1.85
H34 0.79 -3.76 -5.61
H35 2.04 -2.94 -6.70
H36 1.06 -2.01 -5.60
O22 3.52 6.04 -2.05
C15 3.45 5.23 -2.91
O23 3.80 5.38 -4.21
C16 4.37 6.62 -4.72
C17 5.87 6.79 -4.27
C18 2.97 3.82 -2.56
H37 3.77 7.49 -4.46
H38 4.43 6.62 -5.81
H39 6.02 7.01 -3.21
H40 6.38 7.61 -4.77
H41 6.36 5.88 -4.59
H42 2.48 3.25 -3.34
H43 2.40 4.02 -1.65
H44 3.80 3.20 -2.20



C23H35NOP | ωB97M-V/def2-TZVPD

Values from the calculation:
Max |F| = 0.10685 hartree/bohr
LUMO = -4.718 eV
Structure (SMILES) = C=Cc1c(P(C)CC)ccc2c[n+](CCCCCCCCOC)ccc12
HOMO-LUMO gap = 5.600 eV
E = -37215.9403 eV
E_HOMO = -10.32 eV
Charge = +1

Geometry (Å):
C1 -0.20 1.92 3.71
C2 0.34 0.64 3.19
C3 -0.51 -0.73 2.90
C4 -1.08 -1.76 4.08
P1 -0.74 -1.25 5.90
C5 1.18 -1.42 6.16
C6 -1.49 -2.54 7.15
C7 -0.34 -3.13 8.20
C8 -1.92 -3.14 3.65
C9 -2.20 -3.56 2.06
C10 -1.64 -2.55 0.90
C11 -1.88 -2.91 -0.69
N1 -1.41 -2.02 -1.86
C12 -1.70 -2.56 -3.25
C13 -1.40 -1.52 -4.48
C14 0.19 -1.26 -4.80
C15 0.29 0.30 -5.37
C16 1.60 1.12 -4.80
C17 1.15 2.22 -3.62
C18 1.15 3.77 -4.15
C19 1.19 4.73 -2.78
O1 2.59 5.01 -2.38
C20 3.02 6.11 -3.28
C21 -0.71 -0.72 -1.53
C22 -0.37 -0.20 0.03
C23 -0.83 -1.15 1.31
H1 -0.81 2.72 3.10
H2 0.07 2.19 4.84
H3 1.51 0.61 2.95
H4 1.76 -0.77 5.36
H5 1.49 -1.02 7.23
H6 1.52 -2.53 5.98
H7 -2.33 -1.94 7.74
H8 -1.96 -3.43 6.56
H9 0.21 -2.27 8.79
H10 0.46 -3.77 7.58
H11 -0.83 -3.90 8.95
H12 -2.36 -3.88 4.46
H13 -2.79 -4.53 1.78
H14 -2.45 -3.93 -0.92
H15 -2.87 -2.79 -3.28
H16 -1.19 -3.63 -3.44
H17 -1.86 -2.03 -5.46
H18 -2.03 -0.56 -4.29
H19 0.90 -1.36 -3.85
H20 0.65 -1.96 -5.62
H21 -0.66 0.95 -5.06
H22 0.29 0.31 -6.56
H23 2.45 0.44 -4.38
H24 1.98 1.80 -5.70
H25 1.93 2.11 -2.74
H26 0.06 1.99 -3.22
H27 0.10 4.01 -4.67
H28 2.05 4.02 -4.87
H29 0.51 5.67 -2.86
H30 0.74 4.05 -1.91
H31 3.19 7.05 -2.60
H32 3.97 5.76 -3.87
H33 2.21 6.40 -4.09
H34 -0.36 0.01 -2.38
H35 0.20 0.83 0.18